{"formula": "C39H41N3O2", "method": "ωB97M-V with the def2-TZVPD basis set", "fmax_ev_per_a": 3.596, "energy_ev": -49670.6607, "charge": 0, "e_above_lowest_ev": 1.859, "elements": ["C", "C", "C", "C", "C", "C", "N", "C", "N", "C", "C", "C", "C", "C", "C", "C", "C", "C", "C", "C", "C", "C", "C", "H", "H", "H", "H", "H", "H", "H", "H", "H", "H", "H", "H", "H", "H", "H", "H", "H", "H", "H", "H", "H", "H", "H", "H", "H", "H", "C", "N", "C", "C", "C", "C", "C", "C", "C", "C", "O", "C", "C", "C", "C", "C", "C", "C", "O", "C", "C", "H", "H", "H", "H", "H", "H", "H", "H", "H", "H", "H", "H", "H", "H", "H"], "xyz": [[-7.62, -0.26, -0.97], [-6.14, -0.06, -1.08], [-5.55, 1.18, -0.87], [-4.16, 1.39, -0.95], [-3.70, 2.81, -0.88], [-3.26, 0.30, -1.13], [-1.85, 0.56, -1.46], [-0.63, 0.15, -1.03], [0.32, 0.39, -1.91], [1.72, 0.20, -1.74], [2.16, -1.11, -1.92], [1.26, -2.12, -2.58], [3.47, -1.41, -1.55], [4.33, -0.39, -1.13], [5.69, -0.73, -0.63], [3.92, 0.95, -1.22], [2.59, 1.27, -1.49], [2.11, 2.70, -1.39], [-0.18, 1.16, -3.00], [-1.65, 1.16, -2.75], [-3.89, -0.89, -1.60], [-3.15, -1.96, -2.33], [-5.27, -1.10, -1.43], [-7.89, -1.29, -1.22], [-8.01, -0.05, 0.03], [-8.18, 0.41, -1.65], [-6.19, 2.03, -0.63], [-2.64, 2.89, -0.63], [-3.89, 3.37, -1.80], [-4.27, 3.33, -0.10], [1.73, -3.11, -2.53], [0.27, -2.22, -2.12], [1.09, -1.84, -3.63], [3.81, -2.45, -1.62], [6.27, 0.18, -0.48], [5.64, -1.29, 0.32], [6.20, -1.36, -1.37], [4.62, 1.76, -1.02], [2.85, 3.29, -0.84], [1.99, 3.15, -2.39], [1.16, 2.82, -0.85], [0.24, 2.17, -2.95], [0.12, 0.70, -3.96], [-2.17, 0.59, -3.52], [-2.04, 2.18, -2.71], [-3.85, -2.73, -2.67], [-2.58, -1.60, -3.19], [-2.46, -2.45, -1.64], [-5.71, -2.08, -1.62], [2.46, 4.88, 3.28], [1.76, 3.67, 3.69], [2.15, 3.19, 5.00], [1.31, 2.73, 2.75], [2.18, 1.78, 2.18], [1.64, 0.84, 1.30], [0.25, 0.71, 1.09], [-0.31, -0.44, 0.23], [0.36, -1.70, 0.67], [-0.22, -2.97, 0.26], [-1.09, -3.16, -0.60], [0.46, -4.06, 0.99], [1.41, -3.50, 1.84], [2.19, -4.31, 2.69], [2.00, -5.69, 2.64], [1.04, -6.25, 1.77], [0.26, -5.44, 0.95], [1.37, -2.01, 1.65], [2.20, -1.32, 2.28], [-0.55, 1.77, 1.51], [-0.03, 2.77, 2.32], [2.17, 5.19, 2.27], [2.20, 5.67, 3.99], [3.54, 4.76, 3.32], [1.62, 2.26, 5.21], [3.23, 3.02, 5.05], [1.86, 3.96, 5.72], [3.26, 1.84, 2.41], [2.37, 0.23, 0.75], [-1.28, -0.95, 0.06], [2.91, -3.85, 3.37], [2.56, -6.34, 3.30], [0.87, -7.32, 1.77], [-0.51, -5.82, 0.28], [-1.59, 1.73, 1.18], [-0.67, 3.58, 2.67]]}